[1]
This record from the Open Molecules 2025 dataset describes a cluster of 2 separate species, C6H6ClF in total in a non-equilibrium geometry. The level of theory is ωB97M-V/def2-TZVPD.

Each line ends with the natural charge from an NBO analysis.
CARTESIAN COORDINATES (ANGSTROEM)
C -0.575 -2.062 -0.919  -0.358
C 0.406 -1.148 -0.960  -0.218
C 0.247 0.279 -1.228  -0.343
C -0.758 1.056 -0.969  0.389
F -0.661 2.398 -1.286  -0.335
Cl -2.450 0.662 -0.746  0.013
H -1.539 -1.771 -1.218  0.197
H -0.382 -3.111 -0.577  0.207
H 1.437 -1.516 -0.778  0.209
H 1.216 0.650 -1.517  0.241
C -0.450 2.604 2.032  -0.241
C 0.344 2.852 1.188  -0.226
H -1.247 2.113 2.685  0.253
H 1.087 3.256 0.660  0.212

Calculated values
Calculated total energy ... -792.122687 hartree
Spin multiplicity ... 1
Frontier orbital gap ... 9.7 eV
HOMO level ... -9.1 eV

---

[2]
This record from the Open Molecules 2025 dataset describes the molecule C6H6ClF in a non-equilibrium geometry. The level of theory is ωB97M-V/def2-TZVPD.

Each line ends with the natural charge from an NBO analysis.
CARTESIAN COORDINATES (ANGSTROEM)
C -0.095 0.160 2.947  -0.201
C 0.076 -0.387 1.686  -0.011
C -0.244 -0.530 0.296  -0.372
C -0.523 0.829 -0.444  -0.217
Cl -2.018 1.694 -0.486  0.012
C 0.063 0.293 -1.590  -0.449
C 0.844 -0.697 -0.738  0.226
F 1.189 -1.941 -1.268  -0.344
H -0.129 0.227 3.997  0.236
H -0.871 -1.413 0.007  0.259
H 0.198 1.406 0.313  0.232
H -0.816 -0.382 -1.983  0.227
H 0.604 0.993 -2.443  0.234
H 1.722 -0.251 -0.293  0.169

Calculated values
Calculated total energy ... -792.090334 hartree
Spin multiplicity ... 1
Frontier orbital gap ... 10.3 eV
HOMO level ... -9.8 eV

---

[3]
This record from the Open Molecules 2025 dataset describes a cluster of 2 separate species, C6H6ClIN2 in total in a non-equilibrium geometry. The level of theory is ωB97M-V/def2-TZVPD.

Each line ends with the natural charge from an NBO analysis.
CARTESIAN COORDINATES (ANGSTROEM)
C -2.254 -0.765 -2.084  -0.170
C -1.309 -1.127 -1.452  -0.038
C -0.149 -1.540 -0.673  -0.519
C 0.497 -0.329 -0.084  0.449
N 1.582 0.325 -0.489  -0.477
C 1.773 1.413 0.342  -0.113
C 0.775 1.379 1.249  -0.027
I 0.403 2.694 2.787  0.284
N -0.003 0.282 0.967  -0.502
H -3.017 -0.209 -2.565  0.243
H -0.460 -2.206 0.126  0.283
H 0.555 -2.082 -1.301  0.249
H 2.137 0.063 -1.285  0.435
H 2.582 2.105 0.245  0.244
H -0.902 -0.041 1.489  0.446
Cl -2.210 0.037 2.729  -0.787

Calculated values
Calculated total energy ... -1099.564697 hartree
Spin multiplicity ... 1
Frontier orbital gap ... 8.1 eV
HOMO level ... -8.1 eV

---

[4]
This record from the Open Molecules 2025 dataset describes the molecule C6H6ClN5O in a non-equilibrium geometry. The level of theory is ωB97M-V/def2-TZVPD.

Each line ends with the natural charge from an NBO analysis.
CARTESIAN COORDINATES (ANGSTROEM)
O 1.341 -3.729 -2.280  -0.598
C 0.723 -2.852 -1.698  0.714
N -0.564 -2.953 -1.233  -0.517
C -0.889 -1.900 -0.613  0.235
N 0.171 -0.996 -0.554  -0.083
N 0.318 0.214 -0.059  -0.116
C -0.845 1.079 -0.256  -0.294
C -0.570 2.410 0.376  -0.105
C 0.192 2.495 1.477  -0.276
C 0.527 1.206 2.067  0.184
Cl 0.944 1.035 3.733  0.040
N 0.488 0.087 1.464  -0.279
N 1.166 -1.507 -1.363  -0.464
H -1.895 -1.903 -0.163  0.233
H -1.888 0.717 0.181  0.208
H -0.918 1.145 -1.459  0.243
H -0.872 3.315 -0.029  0.220
H 0.461 3.399 1.807  0.230
H 2.109 -1.261 -1.400  0.424

Calculated values
Calculated total energy ... -1041.304380 hartree
Spin multiplicity ... 1
Frontier orbital gap ... 8.5 eV
HOMO level ... -8.8 eV

---

[5]
This record from the Open Molecules 2025 dataset describes the molecule C6H6F2 in a non-equilibrium geometry. The level of theory is ωB97M-V/def2-TZVPD.

Each line ends with the natural charge from an NBO analysis.
CARTESIAN COORDINATES (ANGSTROEM)
F 0.801 1.824 1.863  -0.330
C 0.380 0.961 0.925  0.426
C -0.358 1.381 -0.102  -0.283
C -0.839 0.440 -1.170  -0.495
C -0.381 -0.960 -0.923  0.425
F -0.804 -1.822 -1.864  -0.331
C 0.359 -1.375 0.094  -0.282
C 0.825 -0.438 1.166  -0.497
H -0.598 2.441 -0.178  0.225
H -1.948 0.458 -1.182  0.229
H -0.467 0.743 -2.157  0.230
H 0.621 -2.426 0.164  0.225
H 1.913 -0.454 1.209  0.228
H 0.495 -0.771 2.158  0.229

Calculated values
Calculated total energy ... -431.931924 hartree
Spin multiplicity ... 1
Frontier orbital gap ... 10.2 eV
HOMO level ... -9.2 eV

---

[6]
This record from the Open Molecules 2025 dataset describes the molecule C6H6F2N2 in a non-equilibrium geometry. The level of theory is ωB97M-V/def2-TZVPD.

Each line ends with the natural charge from an NBO analysis.
CARTESIAN COORDINATES (ANGSTROEM)
F 0.146 3.213 0.096  -0.327
C 0.052 2.009 0.559  0.237
C 0.008 0.968 -0.254  -0.172
C 0.081 1.098 -1.779  -0.030
N -0.140 -0.061 -2.281  -0.182
N -0.388 -0.975 -1.387  -0.401
C -0.100 -0.507 -0.087  0.046
C -0.739 -1.179 1.202  -0.434
C 0.656 -1.322 0.919  0.203
F 1.620 -0.755 1.679  -0.327
H 0.205 2.189 1.632  0.179
H 0.241 1.972 -2.312  0.212
H -0.130 -1.896 -1.626  0.379
H -1.142 -0.601 2.087  0.238
H -1.348 -1.914 0.955  0.215
H 0.977 -2.237 0.598  0.164

Calculated values
Calculated total energy ... -541.337070 hartree
Spin multiplicity ... 1
Frontier orbital gap ... 8.8 eV
HOMO level ... -7.8 eV

---

[7]
This record from the Open Molecules 2025 dataset describes a cluster of 2 separate species, C6H6F2O in total in a non-equilibrium geometry. The level of theory is ωB97M-V/def2-TZVPD.

Each line ends with the natural charge from an NBO analysis.
CARTESIAN COORDINATES (ANGSTROEM)
C -1.200 0.369 0.075  -0.419
C -1.099 -0.485 1.088  -0.178
C -0.364 -1.735 1.078  -0.595
C 0.396 -2.190 0.126  0.757
O 1.089 -2.646 -0.688  -0.443
H -1.761 1.281 0.172  0.204
H -0.730 0.187 -0.877  0.188
H -1.597 -0.274 2.023  0.211
H -0.437 -2.363 1.955  0.273
C 2.155 0.671 -1.202  -0.608
C 2.582 0.420 0.013  0.760
F 2.440 1.230 1.054  -0.308
F 3.228 -0.671 0.393  -0.307
H 2.307 -0.036 -1.992  0.234
H 1.642 1.589 -1.413  0.231

Calculated values
Calculated total energy ... -507.112976 hartree
Spin multiplicity ... 1
Frontier orbital gap ... 9.2 eV
HOMO level ... -8.5 eV

---

[8]
This record from the Open Molecules 2025 dataset describes the molecule C6H6F3NO4S in a non-equilibrium geometry. The level of theory is ωB97M-V/def2-TZVPD.

Each line ends with the natural charge from an NBO analysis.
CARTESIAN COORDINATES (ANGSTROEM)
C 2.067 1.361 1.116  -0.898
S 1.254 -0.182 0.962  2.407
O 1.611 -0.896 -0.217  -0.987
O 1.431 -0.947 2.152  -0.920
O -0.247 0.209 0.871  -0.721
C -1.049 -0.133 -0.243  0.666
O -0.649 0.118 -1.507  -0.679
N -1.587 -1.433 -0.053  -0.624
C -2.891 -1.744 0.067  -0.027
C -3.950 -0.940 0.241  0.237
F -5.197 -1.395 0.440  -0.298
C -3.683 0.492 0.218  0.245
F -4.744 1.249 0.353  -0.290
C -2.492 1.003 -0.070  0.290
F -2.173 2.351 -0.034  -0.319
H 1.295 1.838 1.758  0.261
H 3.020 1.302 1.658  0.277
H 2.073 1.893 0.162  0.261
H 0.223 -0.286 -1.563  0.498
H -0.925 -2.145 -0.299  0.408
H -2.998 -2.745 0.246  0.214

Calculated values
Calculated total energy ... -1285.616862 hartree
Spin multiplicity ... 1
Frontier orbital gap ... 8.7 eV
HOMO level ... -8.3 eV

---

[9]
This record from the Open Molecules 2025 dataset describes a structure of composition C6H6FLiO6Y in a non-equilibrium geometry. The level of theory is ωB97M-V/def2-TZVPD.

Each line ends with the natural charge from an NBO analysis.
CARTESIAN COORDINATES (ANGSTROEM)
H 1.919 -0.881 1.505  0.259
O -0.906 -0.807 1.332  -0.409
O -0.391 1.297 1.105  -0.541
O -1.907 0.445 -0.260  -0.883
C 0.308 -0.597 2.162  -0.311
C 0.276 0.891 2.304  0.389
C -1.143 0.268 0.685  0.989
H 0.140 -1.113 3.112  0.227
F -0.488 1.405 3.361  -0.352
H 1.240 1.406 2.365  0.196
Y -3.836 -0.459 -1.408  1.866
H 3.912 -1.881 -0.968  0.229
O 2.179 -1.049 -1.780  -0.444
O 2.129 0.473 -0.212  -0.528
O 0.931 0.822 -2.016  -0.757
C 2.887 -1.660 -0.654  -0.114
C 2.780 -0.644 0.471  -0.194
C 1.713 0.111 -1.407  1.001
H 2.342 -2.588 -0.443  0.208
H 3.760 -0.238 0.755  0.211
Li 0.256 2.173 -0.743  0.959

Calculated values
Calculated total energy ... -828.682001 hartree
Spin multiplicity ... 2
Frontier orbital gap (alpha / beta) ... 3.4 / 3.4 eV
Total charge ... +2
HOMO level (alpha / beta) ... -13.2 / -13.2 eV

---

[10]
This record from the Open Molecules 2025 dataset describes the molecule C6H6FNS in a non-equilibrium geometry. The level of theory is ωB97M-V/def2-TZVPD.

Each line ends with the natural charge from an NBO analysis.
CARTESIAN COORDINATES (ANGSTROEM)
F -0.242 -2.348 0.365  -0.344
C -0.780 -1.180 0.114  0.197
C -0.646 -0.809 -1.395  -0.400
C 0.533 0.487 -1.449  -0.426
C 0.595 0.792 -0.012  -0.222
S 1.348 2.054 0.872  0.375
C 0.743 1.264 2.373  -0.094
N 0.011 0.232 2.149  -0.405
C -0.104 0.000 0.849  0.056
H -1.868 -1.386 0.433  0.164
H -1.667 -0.456 -1.735  0.210
H -0.409 -1.596 -2.006  0.212
H 0.159 1.277 -2.054  0.226
H 1.404 -0.114 -1.837  0.231
H 0.923 1.783 3.331  0.220

Calculated values
Calculated total energy ... -784.999214 hartree
Spin multiplicity ... 1
Frontier orbital gap ... 9.9 eV
HOMO level ... -9.2 eV

---

[11]
This record from the Open Molecules 2025 dataset describes the molecule C6H6FNS in a non-equilibrium geometry. The level of theory is ωB97M-V/def2-TZVPD.

Each line ends with the natural charge from an NBO analysis.
CARTESIAN COORDINATES (ANGSTROEM)
C -3.081 0.667 -0.192  -0.122
C -1.036 1.078 0.503  0.253
C -0.828 -0.193 0.284  -0.306
C 0.350 -1.076 0.379  -0.426
C 1.526 -0.445 -0.476  -0.516
C 2.211 0.591 0.202  0.247
N -2.273 1.526 0.309  -0.461
F 2.398 1.765 -0.457  -0.339
S -2.332 -0.908 -0.384  0.344
H -4.126 0.851 -0.608  0.229
H 0.767 -1.087 1.452  0.236
H 0.184 -2.092 -0.170  0.233
H 2.227 -1.304 -0.546  0.221
H 1.338 0.081 -1.493  0.252
H 2.674 0.545 1.198  0.156

Calculated values
Calculated total energy ... -784.844507 hartree
Spin multiplicity ... 1
Frontier orbital gap (alpha / beta) ... 9.9 / 6.7 eV
HOMO level (alpha / beta) ... -9.4 / -7.7 eV

---

[12]
This record from the Open Molecules 2025 dataset describes a cluster of 2 separate species, C6H6N in total in a non-equilibrium geometry. The level of theory is ωB97M-V/def2-TZVPD.

Each line ends with the natural charge from an NBO analysis.
CARTESIAN COORDINATES (ANGSTROEM)
C 3.591 -0.121 0.622  -0.128
C 3.627 -0.504 -0.711  0.109
C -1.057 -1.139 -0.054  -0.206
C -1.544 0.239 -0.363  -0.197
C 1.104 0.225 -0.227  0.470
C 2.392 0.012 -0.084  -0.213
N -0.145 -0.058 -0.359  -0.369
H 3.905 -0.055 1.596  0.267
H -1.038 -1.661 0.996  0.269
H -1.051 -1.771 -0.947  0.245
H -2.140 0.531 -1.311  0.268
H -2.068 0.722 0.402  0.249
H 1.753 2.114 -0.164  0.236

Calculated values
Calculated total energy ... -286.327072 hartree
Spin multiplicity ... 1
Frontier orbital gap (alpha / beta) ... 7.0 / 7.8 eV
Total charge ... +1
HOMO level (alpha / beta) ... -13.8 / -13.8 eV

---

[13]
This record from the Open Molecules 2025 dataset describes the ion C6H6N with charge +1 in a non-equilibrium geometry. The level of theory is ωB97M-V/def2-TZVPD.

Each line ends with the natural charge from an NBO analysis.
CARTESIAN COORDINATES (ANGSTROEM)
C 2.022 -0.062 0.126  -0.149
C 1.400 0.355 -1.109  -0.329
C 1.198 -0.569 1.045  0.028
C 0.121 0.346 -1.151  0.430
C -0.845 0.012 -0.039  0.253
C -2.274 0.088 -0.041  -0.697
N -0.153 -0.486 0.885  -0.239
H 3.031 0.034 0.241  0.255
H 2.118 0.789 -1.801  0.337
H 1.467 -0.834 2.062  0.272
H -2.675 -0.042 0.977  0.279
H -2.570 1.048 -0.530  0.267
H -2.843 -0.679 -0.663  0.292

Calculated values
Calculated total energy ... -286.563929 hartree
Spin multiplicity ... 1
Frontier orbital gap (alpha / beta) ... 7.7 / 7.7 eV
Total charge ... +1
HOMO level (alpha / beta) ... -15.4 / -15.4 eV

---

[14]
This record from the Open Molecules 2025 dataset describes a cluster of 2 separate species, C6H6N in total in a non-equilibrium geometry. The level of theory is ωB97M-V/def2-TZVPD.

Each line ends with the natural charge from an NBO analysis.
CARTESIAN COORDINATES (ANGSTROEM)
C 1.885 -0.478 2.470  -0.076
C -0.119 2.485 -1.205  0.194
C 0.975 -0.754 1.721  -0.149
C -0.918 1.546 -1.289  -0.154
C 0.140 -1.366 0.756  0.054
C -1.765 0.460 -1.240  0.071
N 0.422 -1.702 -0.406  -0.581
H 2.617 -0.081 3.118  0.252
H 0.470 3.207 -1.785  0.293
H -0.799 -1.759 1.077  0.193
H -2.328 0.193 -0.342  0.269
H 1.376 -1.678 -0.705  0.362
H -1.955 -0.073 -2.171  0.272

Calculated values
Calculated total energy ... -286.439973 hartree
Spin multiplicity ... 1
Frontier orbital gap ... 5.5 eV
Total charge ... +1
HOMO level ... -13.7 eV

---

[15]
This record from the Open Molecules 2025 dataset describes a structure of composition C6H6N in a non-equilibrium geometry. The level of theory is ωB97M-V/def2-TZVPD.

Each line ends with the natural charge from an NBO analysis.
CARTESIAN COORDINATES (ANGSTROEM)
C -0.403 -0.053 0.398  -0.130
C -1.468 0.763 0.517  0.044
C -0.579 -1.925 0.001  0.458
C -0.983 -2.996 0.529  -0.600
C 0.221 1.760 -0.907  -0.215
C 0.692 0.845 0.066  -0.102
N -0.358 1.820 0.367  -0.390
H -1.112 -3.047 1.617  0.349
H -1.115 -3.739 -0.274  0.331
H 0.825 2.649 -1.212  0.265
H -0.455 1.421 -1.753  0.260
H 1.614 0.865 0.452  0.249
H -0.205 2.694 1.039  0.481

Calculated values
Calculated total energy ... -286.324360 hartree
Spin multiplicity ... 1
Frontier orbital gap ... 7.1 eV
Total charge ... +1
HOMO level ... -13.8 eV